Record 1
Entry from OMol25: a 10-piece molecular cluster, C22H64O10 overall at a distorted geometry (ωB97M-V with the def2-TZVPD basis set).

Geometry as ORCA input:
```
! wB97M-V def2-TZVPD RIJCOSX def2/J DEFGRID3
* xyz 1 2
C 2.53685 2.24818 -3.68035
O 2.52418 0.88870 -3.36203
H 2.00811 2.46535 -4.60845
H 2.03669 2.84697 -2.91916
H 3.58029 2.56317 -3.69059
H 3.23564 0.53814 -3.90291
C -3.85693 -2.91656 0.55830
O -3.17096 -2.59478 1.77772
H -3.29463 -3.67268 0.01039
H -4.88794 -3.22227 0.73625
H -4.00647 -1.98565 0.01134
H -2.90614 -3.37692 2.26735
C -3.47391 -2.74369 -3.46929
O -4.64970 -3.50279 -3.27284
H -2.57296 -3.29522 -3.73797
H -3.53596 -1.96715 -4.23168
H -3.10680 -2.27990 -2.55374
H -4.49025 -4.26455 -2.71080
C -3.17414 0.83037 2.21223
O -2.10699 0.05695 2.68863
H -2.76077 1.75368 1.80638
H -3.78660 0.38555 1.42793
H -3.93188 1.17819 2.91434
H -2.37000 -0.86527 2.64476
C -2.61124 3.32333 -1.00788
C -3.66211 2.90774 -2.02936
C -3.91697 1.38910 -2.18499
O -4.83501 3.51539 -1.55002
H -1.60193 3.02821 -1.29472
H -2.78836 3.01890 0.02364
H -2.47495 4.40474 -0.99805
H -3.29375 3.34222 -2.95868
H -2.94717 0.94702 -2.41336
H -4.56445 1.19775 -3.04073
H -4.27415 0.78534 -1.35073
H -5.00281 3.14672 -0.67965
C 1.20704 3.10185 1.03925
C 0.95634 4.47133 1.63849
C -0.45716 5.16051 1.41719
O 1.07447 4.38885 3.04752
H 2.17219 2.71481 1.36600
H 1.14528 3.17755 -0.04636
H 0.39574 2.42683 1.31174
H 1.72210 5.16731 1.29600
H -1.25328 4.51922 1.79540
H -0.76168 5.25660 0.37500
H -0.52959 6.13824 1.89351
H 0.41771 3.74967 3.33336
C 0.07386 0.88230 5.94816
C 0.71156 1.61082 4.77110
C 1.66201 0.77609 3.80827
O -0.38757 2.08036 3.94429
H -0.40186 -0.05029 5.64473
H -0.60808 1.48776 6.54521
H 0.88929 0.58305 6.60665
H 1.20354 2.52906 5.09185
H 2.50126 0.34490 4.35400
H 1.94320 1.51319 3.05612
H 1.05335 -0.03619 3.41099
H -0.90611 1.42351 3.47391
C -0.99684 -0.96891 -0.40114
C 0.25266 -0.25037 -0.79970
C 1.53836 -0.77528 -0.26094
O 0.30158 -0.37822 -2.20951
H -1.88461 -0.33916 -0.45914
H -0.94598 -1.37320 0.60984
H -1.23232 -1.85469 -0.99108
H 0.20747 0.82565 -0.63162
H 1.54094 -1.85351 -0.42066
H 1.60471 -0.63443 0.81788
H 2.40858 -0.39009 -0.79242
H 1.06457 0.08193 -2.56687
C 4.06651 -1.65398 2.78115
C 4.74018 -2.98335 2.40171
C 4.55841 -3.36592 0.91398
O 6.14421 -2.83141 2.56911
H 2.99602 -1.81665 2.65590
H 4.38729 -0.92058 2.04134
H 4.28835 -1.38059 3.81272
H 4.39015 -3.80515 3.02640
H 5.17728 -4.23087 0.67533
H 4.79775 -2.50608 0.28828
H 3.54052 -3.65985 0.65786
H 6.47736 -2.07075 2.08745
C 0.31184 -2.49126 -4.97691
C 1.03623 -3.33748 -3.85547
C 2.56296 -3.07859 -3.69897
O 0.45076 -3.07379 -2.63373
H 0.19018 -1.44981 -4.67911
H -0.71112 -2.82322 -5.15429
H 0.81349 -2.60327 -5.93810
H 0.88601 -4.40783 -3.99647
H 3.04910 -3.78181 -3.02276
H 2.67160 -2.08690 -3.25982
H 3.09104 -3.09405 -4.65238
H 0.53530 -2.12815 -2.49151
*
```

* energy above the lowest of the compared OMol25 structures with the same formula, charge and spin: 17.3 kcal per mole
* LUMO energy (alpha / beta): -2.5964 / -9.0427 eV
* Kohn-Sham gap (alpha / beta): 8.69 / 2.25 eV
* expectation value of S²: 0.75

Record 2
Entry from OMol25: a 9-piece molecular cluster, C22H65N11O9 overall at a distorted geometry (ωB97M-V with the def2-TZVPD basis set).

Geometry as ORCA input:
```
! wB97M-V def2-TZVPD RIJCOSX def2/J DEFGRID3
* xyz 0 1
C 1.46289 -3.77808 -2.75418
C 1.92802 -4.48673 -1.49859
C 1.22929 -5.78760 -1.22766
O 3.35264 -4.74607 -1.51996
H 1.41424 -4.56188 -3.47348
H 2.13493 -2.92229 -3.11438
H 0.38137 -3.48960 -2.70321
H 1.74453 -3.82931 -0.61934
H 0.12759 -5.65246 -1.27459
H 1.40352 -6.17395 -0.21062
H 1.51019 -6.51657 -2.00219
H 3.90952 -4.01089 -1.75652
C 2.55810 -1.43516 3.40277
C 3.59524 -0.98298 2.37769
C 3.84214 -2.17328 1.44162
O 3.15237 0.15053 1.63980
H 2.15066 -0.69875 4.10319
H 2.94024 -2.25584 4.07716
H 1.64207 -1.88302 3.00062
H 4.48684 -0.63615 2.87492
H 4.24177 -3.07272 1.94346
H 4.49245 -1.85384 0.59585
H 2.89280 -2.51744 0.99583
H 2.17339 0.28662 1.72843
C -0.66820 2.64478 -5.66349
C -0.40633 3.09495 -4.23596
C -1.63482 2.72946 -3.39610
O -2.55016 3.81802 -3.56346
C -3.60089 3.79412 -2.61557
N 0.80884 2.44690 -3.72130
H 0.21280 2.87338 -6.34133
H -1.65410 2.93033 -6.04582
H -0.86804 1.56041 -5.64042
H -0.44078 4.19289 -4.19801
H -1.34696 2.66735 -2.34125
H -2.06449 1.80010 -3.73845
H -4.24508 4.65785 -2.64723
H -3.28311 3.65445 -1.54427
H -4.30269 2.94391 -2.78701
H 0.76998 1.43374 -3.70202
H 0.81994 2.69424 -2.74581
C -3.02216 2.61002 1.59459
C -3.06740 1.77817 2.82213
C -3.84055 0.49584 2.47515
O -3.76329 -0.26637 3.65276
C -4.48957 -1.45688 3.62414
N -1.73042 1.47705 3.38741
H -2.45707 2.09511 0.73886
H -2.41928 3.48664 1.72524
H -4.01527 2.87000 1.23273
H -3.65779 2.28924 3.55557
H -3.29938 0.04080 1.57051
H -4.91865 0.59821 2.22375
H -5.59062 -1.43708 3.40873
H -4.38366 -1.95691 4.61342
H -4.06158 -2.13133 2.90480
H -1.83322 1.08864 4.31110
H -1.35036 0.70735 2.85847
C 2.13632 3.21510 3.43840
C 2.66017 3.65884 2.11142
C 1.87181 4.74546 1.41373
O 0.75236 4.03754 0.78838
C 0.12442 4.85149 -0.15572
N 4.04422 4.08991 2.16714
H 1.10863 2.94629 3.33609
H 2.31041 3.89796 4.30959
H 2.67919 2.37558 3.80395
H 2.63230 2.82948 1.41664
H 2.51542 5.19947 0.60221
H 1.49939 5.60132 2.06276
H 0.73342 5.32154 -0.98207
H -0.42698 5.66336 0.33592
H -0.63744 4.22928 -0.71593
H 4.19443 4.72735 2.91407
H 4.56938 3.24995 2.38164
C -3.33222 -5.02107 -2.23708
O -4.27111 -5.17519 -3.01061
N -2.65197 -3.91012 -2.17848
N -3.06658 -5.99796 -1.26483
H -2.99539 -3.09293 -2.72817
H -1.95317 -3.84778 -1.42817
H -3.64411 -6.80990 -1.58137
H -2.06919 -6.09722 -1.10408
C -1.63380 -3.77849 1.47784
O -0.98101 -3.78146 0.47161
N -1.26974 -3.02195 2.62453
N -2.85025 -4.50804 1.55593
H -1.83898 -3.06336 3.45408
H -0.80534 -2.14687 2.39486
H -3.06599 -5.13937 0.79004
H -3.60996 -4.50379 2.20913
C 3.34387 0.83600 -2.09155
O 2.50866 -0.03783 -2.22579
N 4.18410 0.88774 -1.01804
N 3.55850 1.80238 -3.09841
H 4.59342 1.71526 -0.74489
H 3.68628 0.49209 -0.18157
H 4.14968 2.62680 -2.84712
H 2.72602 2.11389 -3.57906
C 0.06707 -0.11573 0.35749
O -0.21721 -0.29473 1.55401
N 0.20340 1.09169 -0.14666
N 0.28662 -1.12039 -0.47363
H 0.49640 1.31811 -1.08656
H 0.28844 1.87273 0.52432
H 0.09237 -2.07124 -0.12986
H 0.89135 -1.05917 -1.28463
*
```

* energy above the lowest of the compared OMol25 structures with the same formula, charge and spin: 9.7 kcal per mole
* LUMO energy: 0.4668 eV
* Kohn-Sham gap: 9.53 eV

Record 3
Entry from OMol25: C22H65N5O10Zr as an isolated structure at a distorted geometry (ωB97M-V with the def2-TZVPD basis set).

Geometry as ORCA input:
```
! wB97M-V def2-TZVPD RIJCOSX def2/J DEFGRID3
* xyz 2 1
Zr 1.45971 -1.17051 -3.05908
O -0.62288 -0.93162 -2.37641
C -0.74637 -0.37180 -1.07747
C 0.56483 0.43353 -0.53754
O 1.78658 0.07338 -1.21878
H -0.99468 -1.22428 -0.44523
H -1.63433 0.25160 -0.97254
H 0.61399 0.30847 0.54415
H 0.44754 1.51129 -0.65054
C -5.28567 0.63713 -0.09330
C -4.65047 -0.58626 0.50266
C -4.43229 -0.54027 2.09268
O -3.92397 0.73556 2.62032
C -2.52482 0.79308 2.39972
N -5.63154 -1.66035 0.23380
H -5.34558 0.65816 -1.18145
H -4.86745 1.56744 0.29101
H -6.31422 0.66118 0.26671
H -3.70953 -0.76369 -0.01814
H -3.69627 -1.32478 2.26855
H -5.35646 -0.76004 2.62718
H -2.45819 0.58004 1.33282
H -1.88401 0.08080 2.91945
H -2.29872 1.80255 2.74314
H -5.32522 -2.54054 0.62307
H -6.49217 -1.39893 0.69325
C -0.61326 4.89672 -4.23462
C -0.71401 4.03928 -2.90763
C -1.63579 2.79306 -2.90396
O -2.88971 3.04488 -3.59551
C -3.76359 1.98588 -3.66050
N 0.59714 3.71199 -2.54779
H -0.05006 4.31407 -4.96361
H -0.01638 5.77688 -3.99555
H -1.59489 5.15560 -4.63145
H -1.16781 4.64836 -2.12585
H -1.82067 2.48903 -1.87367
H -1.16528 1.94938 -3.40886
H -4.19395 1.66057 -2.71337
H -3.28057 1.11974 -4.11282
H -4.55414 2.25748 -4.36003
H 0.89489 3.20034 -3.36612
H 0.66145 3.03531 -1.80076
C -1.90482 -4.78938 2.66828
C -1.35765 -4.57375 1.28430
C -2.50726 -4.27548 0.32536
O -3.42682 -5.34863 0.33420
C -4.60451 -5.22694 -0.41219
N -0.45198 -3.45188 1.35179
H -2.33634 -3.88407 3.09523
H -1.15400 -5.10197 3.39399
H -2.68105 -5.55453 2.67892
H -0.80382 -5.37980 0.80300
H -2.07373 -4.07750 -0.65492
H -3.06467 -3.37011 0.56555
H -5.25236 -4.53872 0.13070
H -5.10562 -6.19035 -0.31817
H -4.48981 -4.97344 -1.46607
H -0.38107 -3.10988 0.40411
H 0.48755 -3.71783 1.60996
C 5.53664 -3.13183 -1.44053
C 6.04602 -1.60414 -1.12767
C 7.16404 -1.34214 -2.12790
O 7.64446 -0.02139 -1.76636
C 8.70952 0.49129 -2.60238
N 4.98046 -0.70596 -1.11017
H 4.59447 -3.24166 -0.90355
H 6.12130 -3.99561 -1.12403
H 5.45744 -3.24326 -2.52192
H 6.36417 -1.72044 -0.09165
H 6.78132 -1.19919 -3.13845
H 7.85297 -2.18260 -2.04372
H 8.36724 0.54101 -3.63605
H 9.63757 -0.07770 -2.65770
H 9.01436 1.51415 -2.38116
H 5.36839 0.18560 -0.83681
H 4.32118 -0.94952 -0.38483
C 0.38166 0.70923 4.79024
C 0.75870 2.18630 4.78001
C 0.60139 3.06764 3.48834
O 1.40305 4.25997 3.65966
C 1.52286 4.97277 2.46961
N 0.05372 2.64507 5.92791
H 0.97526 0.32353 3.96141
H -0.69043 0.58810 4.63515
H 0.66147 0.14588 5.68044
H 1.82170 2.25476 5.01120
H -0.47844 3.20137 3.42356
H 0.73690 2.53926 2.54465
H 0.60299 5.15923 1.91537
H 2.10589 4.37008 1.77323
H 2.08795 5.89155 2.62660
H 0.33902 2.07373 6.71040
H 0.39854 3.57234 6.13128
O 3.49382 -0.41189 1.45200
H 3.11643 -0.98373 2.12043
H 2.75553 -0.18277 0.88750
O -2.32818 -2.84375 -3.25657
H -1.86460 -2.20216 -2.71835
H -3.25402 -2.63035 -3.14030
O 3.39647 2.53689 -1.18789
H 4.23107 2.40861 -1.63871
H 2.94647 1.69629 -1.27223
*
```

* LUMO energy: -11.5224 eV
* Kohn-Sham gap: 1.60 eV

E (eV)
-44314.618 -58688.887 -53045.829